An isolated molecule of C18H20N2O3, computed with ωB97M-V with the def2-TZVPD basis set.

Structure (ORCA input):
```
! wB97M-V def2-TZVPD RIJCOSX def2/J DEFGRID3
* xyz 0 1
C -2.905 -4.361 0.171
H -3.114 -5.067 0.974
O -2.765 -3.108 0.792
C -2.522 -2.017 0.004
C -2.367 -2.051 -1.377
C -2.133 -0.863 -2.048
C -2.044 0.343 -1.383
C -2.192 0.389 0.006
C -2.438 -0.805 0.679
H -2.589 -0.821 1.746
N -2.161 1.575 0.753
C -1.246 1.616 1.871
C 0.215 1.677 1.357
N 0.237 2.301 0.053
C 0.851 1.797 -1.047
O 0.671 2.267 -2.158
C 1.801 0.675 -0.857
C 2.855 0.713 -0.035
C 3.857 -0.315 0.045
C 4.990 -0.383 0.821
C 5.616 -1.607 0.504
C 4.825 -2.196 -0.436
O 3.765 -1.429 -0.719
H 4.911 -3.127 -0.960
H 6.526 -1.994 0.916
H 5.327 0.352 1.524
H 3.020 1.556 0.622
H 1.682 -0.141 -1.556
C -0.709 3.385 -0.108
C -2.153 2.856 0.078
H -2.720 3.557 0.702
H -2.672 2.767 -0.874
H -0.564 3.802 -1.105
H -0.480 4.154 0.638
H 0.838 2.244 2.060
H 0.617 0.667 1.268
H -1.372 0.741 2.506
H -1.484 2.505 2.461
H -1.826 1.230 -1.954
H -2.003 -0.881 -3.120
H -2.424 -2.974 -1.930
H -1.986 -4.662 -0.343
H -3.737 -4.367 -0.541
*
```

Values from the calculation:
E_LUMO ... 0.55 eV
Relative energy (zero: lowest compared OMol25 entry of this formula, charge and spin) ... 3.2042 eV
Orbital gap ... 8.339 eV
SMILES ... COc1cccc(N2CCN(C(=O)/C=C/c3ccco3)CC2)c1
HOMO level ... -7.79 eV

***

An isolated molecule of C18H20N2O3S, computed with ωB97M-V with the def2-TZVPD basis set.

Structure (ORCA input):
```
! wB97M-V def2-TZVPD RIJCOSX def2/J DEFGRID3
* xyz 0 1
C 0.417 -2.233 4.825
C 1.027 -3.507 4.253
O 1.724 -3.322 3.027
C 0.926 -3.091 1.912
C 0.393 -1.858 1.605
C -0.387 -1.694 0.457
C -0.606 -2.790 -0.378
C -0.053 -4.020 -0.091
C 0.722 -4.184 1.051
O 1.285 -5.379 1.335
H 1.839 -5.255 2.123
H -0.205 -4.870 -0.738
H -1.209 -2.668 -1.265
C -0.949 -0.405 0.112
N -0.745 0.601 0.869
N -1.172 1.852 0.564
C -1.780 2.316 -0.568
O -2.310 1.618 -1.403
C -1.679 3.828 -0.706
C -2.575 4.361 -1.807
H -2.336 5.400 -2.020
H -3.616 4.290 -1.498
H -2.451 3.767 -2.709
H -1.890 4.324 0.244
S 0.115 4.203 -1.010
C 0.625 2.682 -1.806
C 0.196 2.382 -3.088
C 0.528 1.160 -3.645
C 1.295 0.254 -2.933
C 1.754 0.576 -1.667
C 1.422 1.794 -1.101
H 1.765 2.051 -0.110
H 2.355 -0.127 -1.110
H 1.539 -0.705 -3.365
H 0.179 0.915 -4.637
H -0.401 3.092 -3.639
H -0.791 2.534 1.209
H -1.512 -0.358 -0.816
H 0.578 -1.003 2.234
H 0.244 -4.268 4.127
H 1.790 -3.894 4.935
H -0.405 -1.885 4.205
H 1.172 -1.453 4.886
H 0.040 -2.436 5.823
*
```

Values from the calculation:
E_LUMO ... 0.55 eV
Relative energy (zero: lowest compared OMol25 entry of this formula, charge and spin) ... 2.3513 eV
Orbital gap ... 8.566 eV
SMILES ... CCOc1cc(/C=N/NC(=O)[C@H](C)Sc2ccccc2)ccc1O
HOMO level ... -8.01 eV

***

An isolated molecule of C18H20N4O2S2, computed with ωB97M-V with the def2-TZVPD basis set.

Structure (ORCA input):
```
! wB97M-V def2-TZVPD RIJCOSX def2/J DEFGRID3
* xyz 0 1
O -2.113 -0.620 1.519
C -2.120 0.513 1.086
N -1.132 0.980 0.287
C -0.891 2.340 -0.132
H -0.828 2.367 -1.227
C 0.439 2.825 0.459
N 1.513 1.932 0.080
C 2.500 2.394 -0.720
O 2.513 3.539 -1.130
C 3.626 1.441 -1.075
H 3.284 0.494 -1.493
H 4.281 1.956 -1.778
S 4.642 1.019 0.384
C 4.595 -0.742 0.362
N 3.753 -1.336 -0.469
C 3.713 -2.660 -0.487
C 4.506 -3.452 0.321
C 5.383 -2.822 1.200
C 5.434 -1.444 1.228
H 6.096 -0.906 1.887
H 6.018 -3.404 1.851
H 4.441 -4.527 0.271
H 3.005 -3.087 -1.186
C 1.275 0.569 0.495
H 1.219 0.539 1.590
C -0.057 0.087 -0.092
H 0.012 0.062 -1.186
H -0.299 -0.909 0.281
H 2.069 -0.098 0.165
H 0.368 2.848 1.553
H 0.683 3.821 0.086
H -1.690 3.003 0.191
C -3.241 1.491 1.419
H -3.491 2.138 0.581
H -2.996 2.077 2.305
S -4.736 0.550 1.833
C -4.899 -0.335 0.329
N -4.065 -0.013 -0.647
C -4.151 -0.682 -1.785
C -5.071 -1.689 -2.009
C -5.954 -2.011 -0.983
C -5.873 -1.325 0.211
H -6.527 -1.538 1.042
H -6.690 -2.790 -1.116
H -5.100 -2.209 -2.954
H -3.442 -0.383 -2.546
*
```

Values from the calculation:
E_LUMO ... 0.68 eV
Relative energy (zero: lowest compared OMol25 entry of this formula, charge and spin) ... 0.3201 eV
Orbital gap ... 8.979 eV
SMILES ... O=C(CSc1ccccn1)N1CCN(C(=O)CSc2ccccn2)CC1
HOMO level ... -8.30 eV

***

A structure of composition C18H20N4O3ReS2, computed with ωB97M-V with the def2-TZVPD basis set.

Structure (ORCA input):
```
! wB97M-V def2-TZVPD RIJCOSX def2/J DEFGRID3
* xyz 2 2
Re -0.601 -0.908 -0.632
C 3.301 -1.991 1.135
C 1.828 -1.813 0.958
N 1.379 -1.136 -0.099
N 2.424 -0.647 -0.871
C 2.091 -0.373 -2.071
S 0.460 -0.735 -2.604
S 3.158 0.396 -3.234
C 3.252 2.015 -2.374
C 1.907 2.652 -2.185
C 1.312 2.627 -0.924
C 0.091 3.258 -0.704
C -0.565 3.885 -1.759
C 0.015 3.894 -3.025
C 1.247 3.292 -3.231
C 0.933 -2.424 1.904
C 1.366 -2.767 3.206
C 0.520 -3.397 4.083
C -0.769 -3.771 3.679
C -1.227 -3.479 2.414
C -0.387 -2.776 1.550
O -0.852 -2.461 0.328
H 3.772 -2.233 0.186
H 3.509 -2.780 1.847
H 3.751 -1.055 1.474
H 3.911 2.586 -3.028
H 3.756 1.878 -1.420
H 1.839 2.168 -0.095
H -0.319 3.308 0.297
H -1.500 4.404 -1.589
H -0.480 4.399 -3.843
H 1.702 3.325 -4.214
H 2.363 -2.503 3.526
H 0.851 -3.618 5.088
H -1.413 -4.298 4.370
H -2.211 -3.770 2.078
C -4.739 -0.210 1.709
O -4.398 0.522 0.485
C -3.234 0.361 -0.024
O -2.327 -0.359 0.471
N -2.972 1.033 -1.153
N -1.699 0.790 -1.694
H -5.763 0.080 1.913
H -4.071 0.105 2.505
H -4.662 -1.275 1.513
H -3.645 1.617 -1.629
H -1.127 1.652 -1.639
H -1.777 0.532 -2.677
*
```

Values from the calculation:
E_LUMO (alpha / beta) ... -8.45 / -7.91 eV
Relative energy (zero: lowest compared OMol25 entry of this formula, charge and spin) ... 1.0453 eV
Orbital gap (alpha / beta) ... 6.070 / 6.566 eV
Expectation value of S² ... 0.774
HOMO level (alpha / beta) ... -14.52 / -14.48 eV

***

A structure of composition C18H20NO3, computed with ωB97M-V with the def2-TZVPD basis set.

Structure (ORCA input):
```
! wB97M-V def2-TZVPD RIJCOSX def2/J DEFGRID3
* xyz 1 1
C 0.940 4.172 4.248
C 0.857 4.314 2.731
C 0.324 3.006 2.271
C 0.064 2.231 3.431
O 0.397 2.830 4.610
C -0.414 0.907 3.340
C -0.453 0.331 2.082
C 0.033 1.016 0.959
C 0.412 0.261 -0.311
C -0.354 -1.006 -0.666
C -1.175 -1.019 -1.793
C -1.697 -2.210 -2.223
C -1.468 -3.394 -1.468
O -1.904 -4.543 -2.081
C -2.443 -4.140 -3.403
C -2.353 -2.617 -3.497
C -0.801 -3.349 -0.235
C -0.200 -2.163 0.129
C 0.326 2.394 1.039
H 1.968 4.220 4.615
H 0.344 4.917 4.778
H 0.186 5.130 2.463
H 1.830 4.545 2.298
H -0.619 0.352 4.232
H -0.817 -0.689 1.975
H 0.433 0.971 -1.158
H -1.301 -0.111 -2.403
H -1.836 -4.636 -4.164
H -3.465 -4.519 -3.458
H -3.348 -2.175 -3.595
H -1.773 -2.307 -4.375
H -0.701 -4.261 0.347
H 0.437 -2.123 1.024
H 0.621 2.965 0.155
C 2.058 -0.417 -2.215
N 2.151 0.096 -0.907
O 2.562 1.468 -0.915
H 1.578 -1.402 -2.213
H 1.528 0.280 -2.886
H 3.056 -0.549 -2.617
H 1.733 -0.291 0.101
H 3.284 1.514 -0.244
*
```

Values from the calculation:
E_LUMO ... -3.67 eV
Relative energy (zero: lowest compared OMol25 entry of this formula, charge and spin) ... 3.6852 eV
Orbital gap ... 7.544 eV
HOMO level ... -11.21 eV

***

A cluster of 2 separate species, C18H20O6 in total, computed with ωB97M-V with the def2-TZVPD basis set.

Structure (ORCA input):
```
! wB97M-V def2-TZVPD RIJCOSX def2/J DEFGRID3
* xyz 0 1
C 4.939 0.306 -0.130
H 5.033 0.748 -1.211
H 6.048 0.475 0.185
H 4.663 -0.779 -0.319
O 4.079 0.827 0.531
C 2.670 1.059 0.521
C 1.987 1.789 1.604
C 0.704 2.184 1.262
C -0.090 1.646 0.255
C 0.640 0.822 -0.646
C 1.903 0.816 -0.576
O 2.497 -0.035 -1.649
C 1.868 -0.837 -2.728
H 1.461 0.231 -3.208
H 2.539 -1.265 -3.326
H 0.959 -1.323 -2.138
H 0.055 0.319 -1.403
C -1.517 1.822 0.430
O -1.868 2.987 0.770
C -2.456 0.927 -0.208
H -3.374 0.787 0.212
C -2.983 1.642 -1.496
O -3.700 2.757 -1.367
H -3.378 3.225 -0.531
H -1.972 2.006 -2.467
H -3.352 0.845 -2.249
O -1.887 -0.572 -0.622
C -1.443 -1.012 0.388
C -1.691 -0.897 1.872
C -1.131 -1.781 2.807
C -0.574 -2.827 2.323
C -0.469 -3.287 0.905
C -0.842 -2.352 0.068
O -0.774 -2.733 -1.320
C -0.325 -3.929 -1.727
H -0.881 -4.470 -1.313
H -0.327 -3.833 -2.990
H 0.745 -4.020 -1.165
H 0.007 -4.155 0.782
H -0.353 -3.500 3.221
H -1.197 -1.558 3.936
H -2.199 0.145 2.303
H 0.142 2.717 2.171
H 2.635 2.173 2.262
*
```

Values from the calculation:
E_LUMO ... -0.56 eV
Relative energy (zero: lowest compared OMol25 entry of this formula, charge and spin) ... 17.0066 eV
Orbital gap ... 7.459 eV
HOMO level ... -8.01 eV

***

Question: What is the relative energy (zero: lowest compared OMol25 entry of this formula, charge and spin) in the fifth record?
Answer: 3.6852 eV